Record 1
The following is a quantum chemistry calculation of a molecular structure, C37H47N4O6S3SiTl, from the OMol25 dataset.

As for the LUMO energy: -0.182 eV. The total energy is -3765.34389 Eh. The value obtained for the strongest force on any atom is 0.38 eV/Å. The value obtained for the gap between HOMO and LUMO is 6.67 eV.

ORCA input file:
```
! wB97M-V def2-TZVPD RIJCOSX def2/J DEFGRID3
* xyz 0 1
Tl -0.566 0.696 -0.292
O 2.249 3.248 2.608
C 1.110 3.585 2.471
O 0.281 2.928 1.591
C 0.375 4.677 3.124
C 0.880 5.570 4.060
C 0.049 6.563 4.540
C -1.269 6.656 4.083
C -1.776 5.763 3.155
C -0.930 4.767 2.677
S -1.289 3.529 1.498
H 1.907 5.462 4.387
H 0.412 7.275 5.270
H -1.908 7.444 4.461
H -2.800 5.843 2.812
C 0.193 -2.877 3.124
C -0.065 -1.477 2.574
C -1.358 -0.911 3.155
C 1.109 -0.560 2.889
O -0.199 -1.483 1.146
Si -0.683 -2.654 0.070
S -0.858 -1.671 -1.744
O 0.329 -3.950 0.085
C 1.633 -4.164 -0.463
C 2.534 -2.967 -0.178
C 2.165 -5.412 0.227
C 1.536 -4.407 -1.967
O -2.068 -3.228 0.759
C -3.000 -4.238 0.366
C -2.430 -5.604 0.743
C -3.291 -4.179 -1.130
C -4.274 -3.961 1.153
H 0.303 -2.832 4.208
H 1.106 -3.292 2.694
H -0.633 -3.545 2.875
H -1.297 -0.832 4.243
H -2.194 -1.561 2.887
H -1.544 0.086 2.741
H 1.247 -0.474 3.969
H 0.939 0.436 2.474
H 2.024 -0.954 2.442
H 2.651 -2.825 0.900
H 2.109 -2.052 -0.598
H 3.523 -3.127 -0.614
H 2.291 -5.235 1.298
H 3.130 -5.698 -0.198
H 1.463 -6.238 0.094
H 1.088 -3.544 -2.459
H 0.908 -5.280 -2.168
H 2.531 -4.586 -2.381
H -1.441 -5.720 0.299
H -3.081 -6.405 0.385
H -2.330 -5.687 1.828
H -2.410 -4.459 -1.711
H -3.564 -3.163 -1.422
H -4.111 -4.859 -1.375
H -4.044 -3.872 2.217
H -4.993 -4.771 1.014
H -4.730 -3.028 0.813
N -4.159 3.960 -1.619
C -3.376 4.577 -2.565
C -2.307 3.750 -2.743
N -2.419 2.648 -1.936
C -3.535 2.798 -1.267
C -4.048 1.844 -0.291
N -3.432 0.749 0.084
C -4.265 0.125 0.975
C -5.407 0.849 1.141
N -5.262 1.947 0.326
H -5.008 4.337 -1.238
H -3.648 5.519 -3.010
H -1.465 3.867 -3.407
H -3.983 -0.816 1.423
H -6.289 0.691 1.738
H -5.934 2.685 0.223
O 2.180 0.335 -0.654
S 2.959 1.548 -1.033
C 4.518 0.948 -1.702
C 4.525 -0.127 -2.579
C 5.739 -0.634 -3.008
C 6.930 -0.069 -2.560
C 6.912 1.005 -1.684
C 5.696 1.516 -1.243
C 2.233 2.081 -2.595
C 2.630 3.283 -3.164
C 2.069 3.674 -4.369
C 1.117 2.869 -4.988
C 0.720 1.676 -4.398
C 1.277 1.276 -3.189
H 3.589 -0.566 -2.907
H 5.760 -1.475 -3.690
H 7.877 -0.479 -2.889
H 7.840 1.437 -1.332
H 5.657 2.342 -0.543
H 3.370 3.905 -2.671
H 2.365 4.610 -4.827
H 0.685 3.175 -5.932
H -0.026 1.051 -4.873
H 0.978 0.344 -2.718
*
```


Record 2
The following is a quantum chemistry calculation of a single CH2O2S molecule in a non-equilibrium geometry, from the OMol25 dataset.

As for the LUMO energy: -2.064 eV. The total energy is -587.75320 Eh. The value obtained for the strongest force on any atom is 3.91 eV/Å. The value obtained for the gap between HOMO and LUMO is 7.17 eV. The SMILES is C1OOS1.

ORCA input file:
```
! wB97M-V def2-TZVPD RIJCOSX def2/J DEFGRID3
* xyz 0 1
C 0.508 -0.162 0.071
O -0.076 1.090 -0.186
O -1.472 0.822 -0.164
S -0.975 -1.209 -0.199
H 1.270 -0.288 -0.746
H 0.744 -0.252 1.224
*
```


> Number 2 is which compound?

CH2O2S